# 1
{
  "formula": "C38H46Cl2EuN4O4SSi2",
  "method": "ωB97M-V/def2-TZVPD",
  "elements": ["Eu", "Cl", "C", "C", "C", "Cl", "C", "O", "C", "C", "O", "C", "H", "H", "H", "C", "Si", "C", "C", "N", "C", "C", "C", "C", "C", "C", "N", "Si", "C", "C", "C", "H", "H", "H", "H", "H", "H", "H", "H", "H", "H", "H", "H", "H", "H", "H", "H", "H", "H", "H", "H", "H", "H", "O", "C", "C", "C", "C", "C", "C", "N", "H", "H", "H", "H", "H", "H", "H", "H", "H", "H", "H", "O", "S", "C", "C", "C", "C", "C", "C", "C", "C", "C", "C", "C", "C", "H", "H", "H", "H", "H", "H", "H", "H", "H", "H", "N", "C"],
  "positions_angstrom": [[0.2210, 0.3921, -1.3758], [-6.0962, -4.1708, 0.3195], [-4.5613, -3.4635, -0.1229], [-3.4843, -4.2987, -0.3799], [-2.2657, -3.7166, -0.7352], [-0.9886, -4.8191, -1.1649], [-2.0395, -2.3241, -0.8384], [-0.8855, -1.8135, -1.1717], [-3.2104, -1.4973, -0.5821], [-3.1527, -0.0930, -0.6752], [-2.1077, 0.6278, -0.8661], [-4.4449, -2.1021, -0.2306], [-3.5818, -5.3729, -0.3281], [-4.1205, 0.4239, -0.5569], [-5.3046, -1.4673, -0.0481], [3.3561, -0.4491, -0.3616], [3.4938, 1.7537, -2.0166], [4.1775, 2.7020, -0.5157], [4.7261, 1.9834, -3.4390], [1.8322, 2.1107, -2.2975], [1.3794, 3.2052, -2.9125], [2.1951, 4.3342, -3.1852], [1.7192, 5.4307, -3.8552], [0.3731, 5.4731, -4.2635], [-0.4639, 4.4243, -3.9878], [-0.0150, 3.2464, -3.3312], [-0.7841, 2.1767, -3.1137], [-2.4841, 2.1288, -3.4036], [-3.4060, 3.0755, -2.0306], [-2.8836, 0.2916, -3.6847], [-3.2598, 2.8625, -4.9990], [4.1151, -1.1377, -0.0030], [2.7030, -1.8183, -1.8612], [3.0068, 0.2342, 0.4176], [5.0064, 2.1468, -0.0714], [3.3969, 2.8190, 0.2399], [4.5398, 3.6972, -0.7857], [5.6928, 1.5761, -3.1424], [4.8646, 3.0374, -3.6963], [4.3918, 1.4588, -4.3362], [3.2237, 4.3105, -2.8482], [2.3807, 6.2630, -4.0615], [-0.0047, 6.3358, -4.7983], [-1.4981, 4.4751, -4.3002], [-2.8241, 3.0511, -1.1090], [-4.3896, 2.6486, -1.8222], [-3.5511, 4.1204, -2.3190], [-2.0698, -0.3528, -3.3471], [-3.0416, 0.0983, -4.7489], [-3.7850, -0.0179, -3.1554], [-3.4550, 3.9349, -4.9183], [-4.2128, 2.3710, -5.2054], [-2.6136, 2.7061, -5.8683], [-0.0678, 1.6044, 0.8394], [-0.8880, 1.4534, 1.7681], [-0.9991, 2.5231, 2.8328], [-0.7170, 1.9754, 4.2413], [-1.9371, 1.3582, 4.9276], [-2.4454, 0.0774, 4.2717], [-2.8245, 0.2817, 2.8055], [-1.6824, 0.3955, 1.9152], [-1.9927, 2.9791, 2.7903], [-0.2744, 3.2915, 2.5705], [-0.3557, 2.7955, 4.8659], [0.0882, 1.2380, 4.1780], [-2.7474, 2.0958, 4.9306], [-1.6878, 1.1488, 5.9718], [-3.3291, -0.2749, 4.8105], [-1.6872, -0.7031, 4.3251], [-3.4463, 1.1788, 2.7157], [-3.4153, -0.5597, 2.4470], [-1.5002, -0.3527, 1.2656], [0.7515, -1.0624, 1.0411], [0.6387, -2.5497, 0.9906], [0.6142, -3.0447, 2.7424], [0.7962, -2.0868, 3.7227], [0.8287, -2.4645, 5.0582], [0.6709, -3.7989, 5.4029], [0.4818, -4.7547, 4.4116], [0.4519, -4.3815, 3.0777], [2.3185, -3.2370, 0.8269], [2.5481, -4.1866, -0.1549], [3.8103, -4.7524, -0.2817], [4.8308, -4.3763, 0.5768], [4.5901, -3.4288, 1.5647], [3.3385, -2.8524, 1.6849], [0.9254, -1.0557, 3.4128], [0.9808, -1.7118, 5.8223], [0.7038, -4.0948, 6.4440], [0.3706, -5.7985, 4.6769], [0.3197, -5.1209, 2.2955], [1.7450, -4.4722, -0.8192], [3.9935, -5.4852, -1.0573], [5.8187, -4.8057, 0.4669], [5.3847, -3.1369, 2.2402], [3.1581, -2.0935, 2.4356], [3.6090, 0.0633, -1.6814], [2.4200, -0.8299, -1.4782]],
  "de_lowest_kj_mol": 300.1,
  "lumo_energy_ev": [1.16, 1.17],
  "homo_lumo_gap_ev": [3.417, 3.438],
  "spin_multiplicity": 7,
  "total_charge": -1,
  "e_tot_ha": -4603.64303,
  "max_force_ev_per_a": 3.9
}

# 2
{
  "formula": "C15H28NO3",
  "method": "ωB97M-V/def2-TZVPD",
  "elements": ["C", "C", "O", "O", "C", "C", "C", "C", "C", "C", "C", "C", "C", "N", "O", "C", "C", "C", "C", "H", "H", "H", "H", "H", "H", "H", "H", "H", "H", "H", "H", "H", "H", "H", "H", "H", "H", "H", "H", "H", "H", "H", "H", "H", "H", "H", "H"],
  "positions_angstrom": [[3.9531, -2.4701, 0.4074], [3.8776, -1.0989, -0.2037], [3.6974, -0.8627, -1.3714], [4.0457, -0.1420, 0.7322], [3.9817, 1.2235, 0.2730], [2.5484, 1.6661, 0.0673], [1.7522, 1.7579, 1.3626], [0.2805, 2.0727, 1.1203], [-0.4712, 0.9138, 0.4419], [-1.2163, 1.3648, -0.8040], [-1.9187, 0.2358, -1.5588], [-2.9174, 0.8143, -2.5704], [-0.8961, -0.6434, -2.2892], [-2.7024, -0.5948, -0.5862], [-3.4135, -1.5133, -1.1086], [-2.2366, -0.9110, 0.7943], [-1.3478, -2.1692, 0.7542], [-3.4895, -1.1635, 1.6352], [-1.4895, 0.2880, 1.3822], [3.4399, -2.4948, 1.3657], [3.5262, -3.1927, -0.2793], [4.9990, -2.7226, 0.5789], [4.4624, 1.7937, 1.0651], [4.5641, 1.3212, -0.6406], [2.5552, 2.6405, -0.4311], [2.0806, 0.9665, -0.6275], [2.2028, 2.5176, 2.0064], [1.8262, 0.8091, 1.9043], [0.1987, 2.9790, 0.5125], [-0.1966, 2.3026, 2.0757], [0.2656, 0.1490, 0.1718], [-0.5445, 1.8598, -1.5116], [-1.9631, 2.1033, -0.4937], [-3.1153, 1.8657, -2.3656], [-2.5385, 0.7341, -3.5869], [-3.8559, 0.2682, -2.5275], [-0.4807, -0.0832, -3.1259], [-1.3887, -1.5327, -2.6775], [-0.0657, -0.9455, -1.6534], [-0.7939, -2.2470, -0.1763], [-1.9510, -3.0686, 0.8469], [-0.6313, -2.1554, 1.5762], [-3.8923, -2.1594, 1.4696], [-4.2614, -0.4388, 1.3823], [-3.2528, -1.0513, 2.6936], [-1.0135, -0.0478, 2.3070], [-2.2128, 1.0617, 1.6624]],
  "lumo_energy_ev": [0.72, 0.72],
  "homo_lumo_gap_ev": [8.654, 10.046],
  "spin_multiplicity": 2,
  "e_tot_ha": -868.79089,
  "max_force_ev_per_a": 0.4
}

# 3
{
  "formula": "C22H65O11",
  "method": "ωB97M-V/def2-TZVPD",
  "elements": ["C", "C", "O", "H", "H", "H", "H", "H", "C", "C", "O", "H", "H", "H", "H", "H", "H", "C", "C", "O", "H", "H", "H", "H", "H", "H", "C", "C", "O", "H", "H", "H", "H", "H", "H", "C", "C", "O", "H", "H", "H", "H", "H", "H", "C", "C", "O", "H", "H", "H", "H", "H", "H", "C", "C", "O", "H", "H", "H", "H", "H", "H", "C", "C", "O", "H", "H", "H", "H", "H", "H", "C", "C", "O", "H", "H", "H", "H", "H", "H", "C", "C", "O", "H", "H", "H", "H", "H", "H", "C", "C", "O", "H", "H", "H", "H", "H", "H"],
  "positions_angstrom": [[20.4778, 26.3943, 20.2212], [21.9114, 26.9964, 20.3417], [22.3144, 27.0804, 21.6904], [20.4839, 25.3932, 20.6523], [20.1047, 26.3910, 19.1970], [19.7410, 26.9245, 20.8246], [21.9831, 27.9690, 19.8550], [22.7276, 26.4800, 19.8364], [17.3304, 20.5846, 21.4893], [16.2314, 21.2721, 22.3169], [15.0779, 20.4941, 22.4176], [17.5998, 19.7632, 22.1532], [18.0684, 21.3539, 21.2619], [17.0321, 20.0818, 20.5694], [15.9203, 22.2034, 21.8435], [16.6241, 21.4911, 23.3098], [15.2841, 19.5815, 22.6326], [24.8620, 31.9065, 16.5179], [24.6270, 32.2271, 15.0253], [23.1992, 32.5685, 14.9189], [24.3952, 31.0327, 16.9724], [24.5246, 32.7068, 17.1764], [25.9284, 31.7647, 16.6937], [24.7680, 31.3429, 14.4036], [25.1728, 33.1170, 14.7119], [22.9148, 32.2533, 14.0578], [21.7541, 20.1880, 18.6052], [22.4415, 19.3765, 17.4892], [21.7567, 19.0918, 16.3074], [22.1644, 20.0160, 19.6003], [20.7332, 19.8114, 18.6678], [21.7933, 21.2750, 18.5345], [22.6964, 18.4831, 18.0592], [23.3967, 19.7735, 17.1454], [21.6028, 19.8566, 15.7479], [27.1164, 24.6412, 21.9282], [27.9438, 25.8987, 22.0825], [27.9865, 26.4300, 23.4297], [27.1132, 24.2926, 20.8954], [26.1403, 24.6604, 22.4128], [27.5448, 23.8248, 22.5098], [27.7738, 26.6843, 21.3462], [28.9834, 25.6522, 21.8667], [28.8955, 26.7105, 23.5592], [14.3316, 29.1298, 19.7314], [14.8878, 30.5327, 19.5584], [14.1018, 31.5462, 20.0712], [13.4285, 28.8850, 19.1723], [14.0550, 28.9111, 20.7628], [15.1524, 28.4602, 19.4746], [14.9098, 30.7386, 18.4882], [15.9113, 30.5768, 19.9306], [13.6582, 31.8617, 19.2805], [21.4339, 27.4642, 15.0929], [22.5860, 26.4667, 14.9358], [22.2822, 25.2889, 15.6448], [21.6261, 28.0248, 16.0078], [20.4289, 27.0425, 15.0853], [21.4523, 28.2407, 14.3281], [23.5648, 26.9063, 15.1278], [22.7291, 26.3639, 13.8601], [22.4444, 25.5093, 16.5650], [20.8413, 21.9641, 25.4542], [21.4625, 22.7712, 24.3325], [21.9198, 24.0523, 24.7885], [20.3616, 21.0591, 25.0815], [20.1090, 22.6672, 25.8510], [21.5448, 21.7327, 26.2540], [20.8335, 22.8542, 23.4462], [22.2878, 22.2156, 23.8872], [22.1037, 24.5875, 24.0131], [21.4216, 32.2548, 22.4094], [22.9194, 32.3750, 22.3318], [23.4941, 31.1824, 22.8625], [20.9041, 33.1473, 22.0575], [21.1920, 32.0345, 23.4519], [21.0522, 31.3709, 21.8895], [23.3035, 33.2999, 22.7622], [23.2199, 32.3126, 21.2859], [23.0865, 30.4235, 22.4387], [16.1578, 23.1216, 16.9564], [14.8289, 22.6882, 17.5290], [14.0835, 22.2646, 16.3840], [16.7230, 23.4340, 17.8345], [16.0400, 24.0183, 16.3478], [16.6620, 22.3734, 16.3448], [14.3201, 23.5646, 17.9303], [14.8879, 21.9134, 18.2934], [13.9640, 23.0550, 15.8525], [17.2427, 26.5118, 24.8251], [18.0633, 27.7822, 24.8915], [19.3029, 27.5612, 25.7004], [17.8305, 25.6445, 24.5242], [16.4069, 26.4897, 24.1257], [16.9235, 26.3487, 25.8544], [17.5085, 28.5609, 25.4150], [18.2308, 28.0878, 23.8587], [19.9122, 26.9869, 25.2309]],
  "de_lowest_kj_mol": 577.5,
  "lumo_energy_ev": 2.05,
  "homo_lumo_gap_ev": 4.806,
  "spin_multiplicity": 1,
  "total_charge": -1,
  "e_tot_ha": -1704.60101,
  "max_force_ev_per_a": 3.0
}

# 4
{
  "formula": "C38H27Cl5MnN5O4PSe",
  "method": "ωB97M-V/def2-TZVPD",
  "elements": ["Mn", "N", "P", "C", "C", "C", "C", "C", "C", "C", "C", "C", "C", "C", "C", "C", "C", "C", "C", "C", "N", "H", "H", "H", "H", "H", "H", "H", "H", "H", "H", "H", "H", "H", "H", "H", "Cl", "C", "C", "C", "Cl", "C", "Cl", "C", "Cl", "C", "Cl", "C", "N", "C", "Se", "N", "C", "C", "C", "C", "C", "C", "H", "H", "H", "H", "H", "H", "H", "H", "O", "C", "O", "C", "C", "C", "C", "C", "C", "N", "O", "O", "H", "H", "H", "H"],
  "positions_angstrom": [[0.2150, 0.2090, 0.1438], [1.2502, -0.5666, 2.8829], [0.6431, -1.4888, 1.5932], [-0.3929, -2.7527, 2.3731], [0.1777, -3.7501, 3.1655], [-0.6339, -4.6888, 3.7803], [-2.0118, -4.6458, 3.5960], [-2.5850, -3.6619, 2.8052], [-1.7751, -2.7110, 2.1976], [2.0546, -2.4599, 0.9832], [1.7794, -3.6325, 0.2731], [2.8049, -4.3400, -0.3356], [4.1130, -3.8848, -0.2286], [4.3913, -2.7314, 0.4897], [3.3660, -2.0125, 1.0890], [1.0436, 0.7984, 2.9221], [1.4810, 1.5697, 3.9992], [1.2563, 2.9275, 3.9783], [0.5951, 3.4995, 2.8916], [0.1934, 2.6775, 1.8701], [0.4076, 1.3460, 1.8738], [1.6007, -1.0030, 3.7236], [1.2543, -3.8029, 3.2815], [-0.1951, -5.4593, 4.3998], [-2.6416, -5.3798, 4.0807], [-3.6597, -3.6224, 2.6820], [-2.2133, -1.8990, 1.6221], [0.7666, -4.0209, 0.2510], [2.5893, -5.2567, -0.8695], [4.9186, -4.4413, -0.6883], [5.4134, -2.3891, 0.5821], [3.5855, -1.1029, 1.6325], [1.9900, 1.0947, 4.8266], [1.5896, 3.5435, 4.8025], [0.4041, 4.5610, 2.8436], [-0.3244, 3.0742, 1.0067], [-1.9801, 0.0454, -0.6266], [-1.7723, 0.4071, -2.3194], [-0.6390, -0.0535, -2.9857], [-0.3870, 0.3765, -4.2822], [1.0852, -0.0427, -5.0639], [-1.3148, 1.1905, -4.9402], [-1.0122, 1.7099, -6.5368], [-2.4889, 1.5747, -4.2885], [-3.6412, 2.5281, -5.1021], [-2.7110, 1.2002, -2.9580], [-4.1114, 1.7237, -2.1309], [-0.3383, -3.2135, -4.6727], [-0.9175, -3.4082, -3.3491], [-0.6181, -2.7332, -2.2423], [0.5892, -1.2476, -2.0657], [-1.3413, -3.2143, -1.2267], [-2.1457, -4.2497, -1.6779], [-3.0667, -5.0663, -1.0316], [-3.7133, -5.9955, -1.8181], [-3.4513, -6.1119, -3.1944], [-2.5338, -5.3053, -3.8332], [-1.8821, -4.3652, -3.0414], [0.5465, -2.5889, -4.5912], [-1.0611, -2.7361, -5.3332], [-0.0566, -4.1804, -5.0835], [-1.2732, -2.8850, -0.2714], [-3.2571, -4.9804, 0.0294], [-4.4442, -6.6526, -1.3680], [-3.9849, -6.8573, -3.7674], [-2.3373, -5.4054, -4.8916], [0.5639, 1.6834, -1.0223], [1.7883, 1.4980, -0.7464], [2.1150, 0.3777, -0.2218], [2.8320, 2.5211, -0.9481], [2.7883, 3.3884, -2.0370], [3.8071, 4.3101, -2.2194], [4.8472, 4.3889, -1.3042], [4.8517, 3.5334, -0.2168], [3.8706, 2.5833, -0.0299], [5.9358, 3.6250, 0.7788], [6.8986, 4.2946, 0.4905], [5.7822, 3.0099, 1.8152], [1.9570, 3.3372, -2.7287], [3.7949, 4.9739, -3.0723], [5.6484, 5.1053, -1.4194], [3.9102, 1.9176, 0.8199]],
  "de_lowest_kj_mol": 0.0,
  "lumo_energy_ev": [-5.72, -5.71],
  "homo_lumo_gap_ev": [8.033, 7.982],
  "spin_multiplicity": 2,
  "total_charge": 2,
  "e_tot_ha": -8233.25435,
  "max_force_ev_per_a": 2.3
}